DFT (wB97M-V/def2-TZVPD) results for a cluster of 9 separate species, C33H62Cl2F2N9O19 in total in a non-equilibrium geometry.

Computed properties:
- HOMO-LUMO gap: 0.307 Ha
- Charge: +1
- 2S+1: 1

Each line ends with the Mulliken charge.
Element x y z (Å)
C 5.03414 -2.22259 2.10643  0.209
C 4.79574 -2.56938 0.96172  -0.563
C 4.34616 -3.13765 -0.28902  -2.093
C 3.04107 -2.56554 -0.70533  1.120
N 1.90033 -2.76066 -0.15387  0.206
C 1.74881 -3.55855 1.04998  0.155
C 0.90564 -4.80351 0.90598  -1.489
F 1.20637 -2.78410 2.03552  -0.155
C 0.82276 -2.06358 -0.91819  0.942
C -0.31553 -1.45636 -0.06554  -0.779
C -1.54101 -2.36566 0.18641  -0.682
C -2.86921 -1.84723 -0.37836  -1.010
C -3.14591 -0.40164 -0.07415  -0.299
O -4.48635 -0.12962 -0.52930  -0.348
C -5.00736 0.99417 0.06232  0.721
C -5.63440 0.87281 1.42433  -0.939
O -4.99531 2.05067 -0.51881  -0.545
C 0.39788 -2.89653 -2.11704  -0.806
Cl 1.05418 -4.50268 -2.29917  -0.097
C -0.40130 -2.50009 -3.09171  0.848
C -0.76824 -3.35609 -4.26330  -1.684
Cl -1.08631 -0.90502 -3.14106  0.027
C 1.68317 -0.84048 -1.39173  -1.977
O 2.12398 -0.24112 -0.19554  0.823
C 1.78270 1.14428 -0.03573  -0.247
C 2.96948 2.06756 0.08875  -1.011
C 3.91745 1.70133 1.26141  0.300
C 5.37186 1.91807 0.81585  -1.597
C 2.91844 -1.65857 -1.91240  -0.627
C 4.03565 -0.67190 -2.23454  1.560
F 5.21773 -1.34929 -2.52071  -0.477
C 3.65307 0.06147 -3.53811  -0.833
C 3.51666 1.56795 -3.41306  -1.175
H 5.15807 -2.03273 3.13550  0.608
H 5.09186 -3.07940 -1.06937  0.463
H 4.18114 -4.19752 -0.09355  0.572
H 2.71381 -3.85465 1.43174  0.339
H 0.55068 -5.15406 1.86397  0.450
H 1.55474 -5.58821 0.52403  0.370
H 0.09358 -4.71719 0.19997  0.189
H 0.06534 -1.17046 0.90333  0.963
H -0.60033 -0.53102 -0.53661  0.439
H -1.67762 -2.45190 1.26087  0.592
H -1.40568 -3.37842 -0.17787  -0.258
H -3.66502 -2.42499 0.08459  0.517
H -2.95860 -2.05435 -1.43678  0.149
H -3.08441 -0.15997 0.98738  0.331
H -2.51058 0.26753 -0.65221  0.205
H -4.90587 0.76229 2.22328  0.257
H -6.31255 0.02874 1.49849  0.335
H -6.21001 1.76676 1.60629  0.336
H -1.12340 -4.32927 -3.95817  0.413
H -1.48167 -2.83660 -4.88512  0.371
H 0.12718 -3.45148 -4.87225  0.391
H 1.22735 -0.19389 -2.12140  1.549
H 1.09814 1.51355 -0.79978  0.534
H 1.23295 1.22166 0.90627  -0.510
H 3.55614 2.16954 -0.81527  0.095
H 2.56454 3.05988 0.29107  0.605
H 3.70558 2.38951 2.06739  0.493
H 3.76288 0.66914 1.55002  -0.242
H 5.95837 2.28192 1.64853  0.359
H 5.44843 2.67708 0.04150  0.380
H 5.81921 0.99335 0.46318  0.318
H 2.79961 -2.21067 -2.84233  0.588
H 4.27326 0.00859 -1.42626  -0.504
H 2.67716 -0.30471 -3.85719  0.198
H 4.33826 -0.21276 -4.32967  0.633
H 3.13484 1.98648 -4.33708  0.479
H 2.78892 1.82950 -2.65295  0.169
H 4.44431 2.07278 -3.16327  0.293
C -0.13132 4.36059 1.93115  -0.872
N 0.43114 3.16910 2.62333  0.871
O 1.47540 3.29648 3.22022  -0.429
O -0.20245 2.13242 2.54300  -0.500
H 0.53713 5.19804 2.09105  0.339
H -0.20957 4.11736 0.87530  0.289
H -1.11053 4.55365 2.35900  0.301
C 0.64284 -0.35435 4.32444  -0.367
N 1.07587 -0.61890 5.72259  1.049
O 2.12160 -1.21135 5.88869  -0.546
O 0.35118 -0.21751 6.60711  -0.600
H 1.38567 -0.76677 3.65029  -0.087
H -0.32092 -0.83566 4.18343  0.319
H 0.56407 0.71920 4.20351  0.249
C 4.70485 1.28723 5.99445  -0.665
N 5.10639 1.36192 4.56279  0.839
O 5.56125 2.40734 4.15430  -0.533
O 4.94455 0.35983 3.89336  -0.400
H 4.90372 2.24180 6.46104  0.276
H 3.64486 1.05111 6.02331  0.183
H 5.29011 0.49890 6.45804  0.272
C -2.90914 0.31599 -6.06005  -0.491
N -2.42148 -0.56860 -7.15046  0.979
O -1.31587 -1.05959 -7.02872  -0.558
O -3.16372 -0.74614 -8.08999  -0.561
H -2.13918 0.37429 -5.30065  0.109
H -3.10676 1.29327 -6.48934  0.338
H -3.81602 -0.12304 -5.66433  0.275
C -6.50832 0.41846 -8.02512  -0.221
N -6.79671 -0.08008 -6.65329  0.952
O -7.85277 -0.63535 -6.46373  -0.530
O -5.94348 0.10566 -5.80317  -0.600
H -7.35106 0.17983 -8.66474  -0.041
H -6.36168 1.49304 -7.95494  0.279
H -5.60440 -0.07598 -8.37049  0.194
C -10.39295 1.04896 -9.31420  -0.633
N -9.88811 0.17527 -10.41021  0.907
O -8.77052 -0.29314 -10.29593  -0.573
O -10.63004 -0.01086 -11.34331  -0.532
H -9.62913 1.12342 -8.54922  0.211
H -10.61026 2.02050 -9.74737  0.291
H -11.29331 0.58818 -8.92041  0.275
C -0.40209 -0.66211 9.58443  -0.717
N -0.63234 -1.22018 10.94547  0.888
O -1.68668 -1.78282 11.15291  -0.526
O 0.25727 -1.07246 11.75417  -0.524
H -1.27395 -0.86868 8.97616  0.318
H -0.24537 0.40680 9.69051  0.286
H 0.47947 -1.14407 9.17583  0.272
C 3.65690 5.68803 7.04494  -0.738
N 3.32847 4.41740 7.74766  0.912
O 2.16781 4.19700 8.00720  -0.520
O 4.26019 3.68376 8.01211  -0.551
H 2.73707 6.23479 6.87615  0.301
H 4.33330 6.24774 7.68360  0.315
H 4.13604 5.42585 6.10585  0.274

***

DFT (wB97M-V/def2-TZVPD) results for a cluster of 10 separate species, C33H62FN3O18 in total in a non-equilibrium geometry.

Computed properties:
- HOMO-LUMO gap (spin up / spin down): 0.101 / 0.231 Ha
- Expectation value of S²: 0.75
- Charge: -1
- 2S+1: 2

Each line ends with the Mulliken charge.
Element x y z (Å)
C -28.63388 -22.56795 -1.72829  -0.669
N -28.08747 -21.49719 -2.62006  0.749
O -27.81442 -21.76842 -3.78321  -0.689
O -27.80645 -20.40127 -2.04952  -0.815
H -29.13643 -23.27980 -2.38312  0.134
H -29.22355 -22.13827 -0.91849  0.310
H -27.73234 -22.94921 -1.24873  0.076
C -21.80242 -23.99665 -8.09468  0.417
N -21.32155 -24.90340 -9.11823  1.013
O -21.24389 -24.46634 -10.25171  -0.539
O -20.75055 -25.92041 -8.84491  -0.611
H -21.76638 -24.43996 -7.09956  0.329
H -22.88758 -23.92895 -8.17191  -0.194
H -21.31630 -23.03513 -8.25978  -0.374
C -27.56453 -20.59244 -9.81900  -0.190
N -28.24239 -21.56114 -10.79056  0.866
O -27.73672 -22.68555 -10.99406  -0.404
O -29.28308 -21.16190 -11.31792  -0.602
H -27.86942 -20.76429 -8.78671  0.213
H -27.59298 -19.56744 -10.18868  0.318
H -26.52543 -20.90352 -9.92675  -0.206
O -22.62223 -19.25333 -15.14641  -0.604
C -21.95437 -19.50347 -14.11625  0.700
O -22.15195 -19.11270 -12.82018  -0.283
C -23.51017 -18.74745 -12.36852  -0.634
C -24.18797 -19.95859 -11.68389  -0.248
C -20.60991 -20.21661 -14.40614  -0.815
H -24.08199 -18.28560 -13.17338  0.376
H -23.38736 -17.91293 -11.67815  0.332
H -23.93388 -20.77480 -12.36015  0.074
H -25.26125 -19.78751 -11.76697  0.222
H -23.76533 -20.08226 -10.68680  0.131
H -20.60687 -21.28686 -14.19963  0.200
H -19.90876 -19.58781 -13.85742  0.267
H -20.40117 -20.06736 -15.46550  0.294
O -29.25891 -24.00781 -8.71125  -0.455
C -30.09687 -23.37679 -8.09398  0.464
O -31.32882 -23.06448 -8.61061  -0.311
C -31.72973 -23.30855 -9.96044  0.071
C -33.21850 -22.88703 -10.17942  -1.313
C -29.82922 -22.96774 -6.61883  -0.339
H -31.51099 -24.34570 -10.21452  0.297
H -31.28306 -22.60978 -10.66778  0.098
H -33.80553 -23.40113 -9.41837  0.330
H -33.71183 -23.00321 -11.14442  0.373
H -33.45142 -21.84552 -9.95787  0.327
H -29.21528 -23.71680 -6.11875  -0.083
H -30.76481 -22.84041 -6.07427  0.398
H -29.21063 -22.07029 -6.62197  0.128
O -24.69163 -23.41815 -10.26572  -0.171
C -24.60632 -24.36541 -11.02983  0.839
O -25.30874 -25.41252 -10.97978  -0.374
C -26.39884 -25.61078 -9.93905  -0.501
C -26.15393 -25.57502 -8.39246  -0.423
C -23.80850 -24.33980 -12.31475  -1.481
H -26.68903 -26.65191 -10.08029  0.339
H -27.30326 -25.06555 -10.20894  0.249
H -25.39825 -26.27269 -8.03149  0.455
H -26.99756 -25.81216 -7.74424  0.407
H -25.68903 -24.60221 -8.23248  -0.311
H -23.08833 -25.15765 -12.33863  0.348
H -23.23758 -23.43761 -12.53431  0.214
H -24.50240 -24.55529 -13.12726  0.443
O -25.70302 -25.05382 -5.05740  -0.498
C -26.26688 -24.97266 -4.00298  0.822
O -25.81151 -24.25028 -2.90885  -0.158
C -24.47126 -23.90690 -2.69301  -0.191
C -24.26216 -22.94086 -1.51535  -1.177
C -27.60943 -25.75894 -3.79140  -1.072
H -23.99386 -23.48513 -3.57749  0.150
H -23.92410 -24.84594 -2.60994  0.401
H -24.69109 -23.33028 -0.59205  0.372
H -24.65104 -21.95503 -1.77026  0.214
H -23.21383 -22.93594 -1.21689  0.385
H -28.44000 -25.24701 -4.27740  0.066
H -27.86245 -25.97865 -2.75418  0.345
H -27.56145 -26.72113 -4.30129  0.365
O -24.48475 -18.48537 -0.83714  -0.579
C -24.32085 -17.96271 -1.91793  0.761
O -23.19724 -17.52274 -2.53859  -0.313
C -21.98459 -17.55326 -1.89109  -0.416
C -21.22339 -18.88053 -1.89427  -0.690
C -25.50673 -17.60682 -2.80368  -0.807
H -22.07611 -17.14417 -0.88492  0.393
H -21.40916 -16.79450 -2.42143  0.321
H -20.58517 -19.10835 -2.74801  0.307
H -21.89510 -19.73827 -1.92874  0.066
H -20.68274 -18.88943 -0.94784  0.300
H -26.38350 -17.31506 -2.22555  0.320
H -25.83947 -18.44489 -3.41607  0.064
H -25.23228 -16.84081 -3.52896  0.317
O -17.05854 -20.14436 -11.89154  -0.578
C -16.69863 -21.23688 -11.48708  0.767
O -17.42064 -22.17583 -10.88866  -0.358
C -18.78962 -22.00399 -10.41717  0.059
C -18.84924 -21.35840 -9.00803  -0.871
C -15.24901 -21.67154 -11.67700  -0.972
H -19.26789 -22.98165 -10.35747  0.266
H -19.21733 -21.19775 -11.01308  0.159
H -19.83247 -21.51408 -8.56404  -0.115
H -18.61381 -20.30468 -9.15750  0.427
H -18.09599 -21.79755 -8.35393  0.317
H -15.09217 -21.81848 -12.74561  0.270
H -15.13838 -22.66167 -11.23485  0.306
H -14.52221 -21.04396 -11.16126  0.294
F -22.84990 -20.29007 -4.04062  -0.115
C -23.42734 -20.73817 -5.26273  -0.292
C -24.77121 -21.09400 -5.12726  -0.231
C -25.46279 -21.61208 -6.24687  -1.260
C -24.73351 -21.62867 -7.49336  -0.184
C -23.41889 -21.12103 -7.60459  -1.335
C -22.75718 -20.78939 -6.48293  -0.721
H -25.25682 -21.02514 -4.16507  1.091
H -26.47784 -21.97541 -6.18313  0.775
H -25.17386 -22.23015 -8.27485  0.786
H -22.84703 -21.22665 -8.51465  0.825
H -21.70574 -20.54556 -6.52066  0.466

***

Which value of 2S+1 does entry 1 give? 1